Density functional theory data (ωB97M-V/def2-TZVPD) for a structure of composition C45H52As3N3O4P2Se2W.

Its net charge is +2. For the gap between HOMO and LUMO, the calculation gives 5.070 eV. The HOMO energy is -12.3639 eV. The value obtained for the energy above the lowest of the compared OMol25 structures with the same formula, charge and spin is 9.69 kcal per mole.

Structure (XYZ):
```
112
Properties=species:S:1:pos:R:3:lowdin_charge:R:1
W 0.52 -0.47 -2.24 0.972
Se -1.45 -4.23 1.13 0.367
Se 1.34 -2.52 -1.91 0.425
As 3.04 0.21 -2.51 1.001
As 4.97 4.48 -0.18 1.122
As 0.37 2.14 -3.17 1.090
P -2.34 -2.41 1.71 0.547
P 1.51 -1.30 1.68 1.109
O -0.61 -0.73 -3.69 -0.372
O -6.02 -3.42 -3.13 0.048
O -4.81 -5.38 -3.19 0.074
O -2.52 0.43 -3.88 0.121
N -1.97 -0.64 -0.32 0.110
N -1.05 0.00 -0.96 -0.183
N 0.15 -0.09 -0.29 -0.205
C 3.70 4.41 -1.72 -0.356
C 4.11 1.71 2.51 -0.080
C 2.15 0.35 2.12 -0.396
C -2.31 -1.95 3.45 -0.352
C 1.35 1.39 2.58 -0.115
C -4.05 -2.19 1.16 -0.349
C -2.63 -1.28 6.11 -0.060
C -4.68 -0.96 1.34 -0.083
C -4.74 -3.26 0.61 -0.091
C -2.62 -2.61 5.73 -0.058
C -1.10 3.08 -2.34 -0.241
C 0.81 -2.07 5.65 -0.070
C -0.04 -0.78 0.85 -0.408
C -1.98 -3.13 -3.64 -0.022
C 1.26 -3.48 3.30 -0.147
C 6.16 5.81 -0.98 -0.334
C 3.95 5.71 0.95 -0.328
C -3.98 -4.33 -3.33 -0.193
C -2.45 -2.95 4.40 -0.079
C -2.61 -4.36 -3.50 0.050
C 3.30 2.73 2.99 -0.087
C -2.70 -1.94 -3.61 -0.158
C -6.00 -0.80 0.96 -0.058
C 4.36 -0.98 -1.75 -0.281
C -2.05 -0.65 -3.76 -0.453
C 3.53 0.52 2.08 -0.105
C -6.13 -4.85 -3.07 -0.087
C 0.92 -1.39 4.45 -0.085
C -4.10 -1.93 -3.42 0.102
C -1.42 -1.11 0.82 -0.362
C 0.91 -3.46 5.67 -0.059
C -4.71 -3.14 -3.29 -0.193
C 1.91 3.33 -3.03 -0.309
C 2.79 3.17 -1.78 -0.685
C -6.70 -1.87 0.41 -0.053
C 1.92 2.58 3.02 -0.071
C 1.14 -2.09 3.26 -0.390
C -2.30 -0.61 3.83 -0.107
C 3.39 0.18 -4.41 -0.235
C 1.14 -4.16 4.50 -0.062
C -2.46 -0.28 5.17 -0.066
C 3.70 1.94 -1.89 -0.315
C 1.94 3.09 -0.52 -0.079
C -6.07 -3.09 0.25 -0.067
C -0.04 2.21 -5.06 -0.238
H 3.14 -0.81 -4.81 0.047
H 6.75 5.36 -1.77 0.022
H -6.54 -5.15 -2.11 0.129
H 1.48 4.34 -3.06 0.096
H 1.28 2.21 -0.51 0.034
H 1.32 3.98 -0.41 0.105
H -2.02 2.53 -2.57 0.027
H 3.75 3.65 3.35 0.111
H 0.00 3.24 -5.38 0.054
H -1.03 1.80 -5.21 0.028
H 0.86 -0.31 4.45 0.097
H -2.44 -3.99 4.09 0.098
H 4.30 4.47 -2.63 0.083
H 4.14 1.73 -0.91 0.057
H -1.15 4.08 -2.75 0.053
H 0.27 1.28 2.62 0.101
H 4.16 -0.29 1.74 0.097
H 1.46 -4.02 2.38 0.077
H -2.17 0.18 3.10 0.095
H -0.96 3.12 -1.27 0.028
H 0.65 -1.53 6.57 0.115
H 4.53 2.13 -2.58 0.098
H -4.24 -4.21 0.47 0.066
H 2.49 3.21 -3.94 0.089
H 5.33 -0.49 -1.81 0.056
H 2.57 3.00 0.36 0.047
H 5.18 1.83 2.49 0.110
H -2.77 -1.02 7.15 0.116
H 2.80 0.94 -4.92 0.014
H -4.66 -1.00 -3.40 0.144
H 3.08 5.31 -1.68 0.086
H 0.68 1.62 -5.62 0.030
H 0.84 -3.99 6.61 0.116
H 4.37 -1.92 -2.30 0.030
H 3.64 6.59 0.38 0.032
H -0.91 -3.10 -3.80 0.077
H -2.46 0.76 5.47 0.112
H -4.15 -0.13 1.79 0.099
H 4.10 -1.17 -0.71 0.016
H -2.07 -5.29 -3.53 0.134
H -6.75 -5.21 -3.90 0.148
H -6.63 -3.93 -0.15 0.100
H -7.73 -1.75 0.13 0.116
H -6.49 0.16 1.10 0.112
H 1.29 3.38 3.40 0.116
H -2.74 -3.39 6.47 0.118
H 4.58 6.03 1.78 0.028
H 6.84 6.18 -0.21 0.027
H 5.59 6.65 -1.39 0.032
H 1.23 -5.24 4.51 0.115
H 4.45 0.38 -4.56 0.057
H 3.07 5.21 1.36 -0.002
```

Density functional theory data (ωB97M-V/def2-TZVPD) for a structure of composition C45H52B2CaF4N4O4Sb2 at a distorted geometry.

Its net charge is +2. For the gap between HOMO and LUMO (spin up / spin down), the calculation gives 4.737 / 4.654 eV. The HOMO energy (spin up / spin down) is -12.4742 / -12.3947 eV.

Structure (XYZ):
```
114
Properties=species:S:1:pos:R:3:lowdin_charge:R:1
Sb -0.72 -2.16 2.71 1.651
Sb -2.12 -0.62 0.51 1.530
Ca 1.64 1.45 -1.26 1.449
F 2.31 -1.30 2.80 0.134
F 3.06 -0.50 -4.19 0.175
F 2.47 1.19 -5.44 0.192
F 4.51 -0.98 2.83 0.178
O 3.54 -1.77 0.92 0.041
O 1.56 1.06 -3.32 -0.185
O 3.06 0.59 1.70 -0.039
O 3.99 1.47 -3.58 0.067
N 2.44 -1.56 0.02 0.126
N 0.39 -1.67 -1.68 0.079
N 3.73 1.44 -2.13 -0.010
N 3.28 1.00 0.39 -0.064
C -1.83 1.03 -3.74 -0.040
C -2.44 -2.78 3.86 -0.390
C 1.61 -2.20 -2.07 -0.215
C -3.59 -2.80 5.97 -0.056
C -5.03 -1.68 -0.18 -0.124
C 2.71 -2.06 -1.16 -0.273
C -0.50 0.97 2.76 -0.360
C -1.94 4.74 -2.92 -0.051
C -6.44 -1.78 -0.09 -0.059
C 3.37 4.99 0.86 -0.026
C -0.91 -6.02 0.29 -0.067
C 5.77 0.81 0.86 0.018
C 4.75 1.03 -1.44 -0.251
C -2.11 0.74 -2.36 -0.141
C 0.85 4.97 1.03 -0.010
C -7.21 -0.69 0.30 -0.050
C -1.29 -0.01 -1.62 -0.259
C 1.12 -4.61 1.57 -0.100
C 1.40 -5.83 0.91 -0.021
C -5.16 0.46 0.88 -0.130
C -3.49 -3.55 3.33 -0.129
C -1.19 -4.83 0.96 -0.128
C 1.98 4.68 0.28 -0.273
C -4.66 -3.50 5.43 -0.039
C 1.91 -2.96 -3.35 -0.017
C -0.43 4.73 0.51 -0.023
C -2.99 5.14 -0.63 -0.082
C 0.51 3.97 -1.55 -0.097
C -2.46 -2.44 5.22 -0.135
C 6.11 0.67 -2.07 0.019
C 4.13 -2.33 -1.63 0.016
C -0.53 -0.11 3.85 -0.200
C -4.41 -0.57 0.39 -0.326
C -1.99 4.30 -1.43 -0.381
C -1.79 1.07 1.88 -0.362
C 4.55 0.98 -0.03 -0.244
C -6.55 0.41 0.82 -0.057
C 0.00 -0.39 -2.06 -0.267
C -0.57 0.87 -4.22 0.028
C 0.36 -6.51 0.23 -0.047
C -4.59 -3.86 4.10 -0.063
C 1.81 4.20 -1.00 -0.096
C 0.45 0.12 -3.49 -0.211
C -0.18 -4.13 1.59 -0.290
C -0.60 4.33 -0.82 -0.220
B 2.80 0.82 -4.17 -1.198
B 3.38 -0.92 2.08 -1.193
H 5.93 0.39 -3.08 0.078
H -4.69 1.38 1.28 0.104
H -2.65 1.43 -4.31 0.117
H -4.51 -2.57 -0.55 0.098
H 2.37 -6.27 0.94 0.112
H 0.37 3.70 -2.59 0.110
H -5.52 -3.68 6.01 0.110
H -0.05 -2.00 -0.84 0.070
H -0.22 1.94 3.21 0.137
H -1.30 4.74 1.19 0.111
H -2.64 6.20 -0.48 0.107
H -2.37 3.25 -1.39 0.113
H -3.95 5.30 -1.15 0.088
H 4.23 4.50 0.32 0.094
H 4.33 -3.40 -1.73 0.095
H 0.64 -7.44 -0.27 0.127
H 3.51 6.09 0.83 0.097
H 2.32 -3.96 -3.07 0.105
H -1.42 3.98 -3.52 0.056
H 0.96 5.32 2.06 0.127
H 2.54 -2.42 -4.06 0.084
H -5.40 -4.45 3.67 0.120
H -1.63 2.01 1.28 0.059
H -1.29 0.10 4.64 0.091
H -3.62 -2.48 7.01 0.118
H 4.19 -1.85 -2.65 0.103
H -1.67 -1.85 5.75 0.112
H 6.70 1.01 0.27 0.094
H -6.92 -2.66 -0.45 0.110
H 6.71 1.62 -1.97 0.125
H -2.70 1.19 2.49 0.059
H -7.12 1.25 1.18 0.116
H -1.42 5.71 -2.96 0.105
H 0.93 -3.25 -3.78 0.094
H 4.82 -1.90 -0.90 0.079
H 0.48 -0.20 4.29 0.071
H 5.71 1.49 1.74 0.112
H 2.67 4.02 -1.64 0.121
H 3.36 4.74 1.93 0.080
H 1.93 -4.09 2.09 0.113
H 0.32 0.71 2.07 0.080
H -3.16 4.77 0.40 0.071
H -1.70 -6.57 -0.22 0.124
H 0.84 -0.71 -4.12 0.168
H -3.52 -3.84 2.28 0.076
H 6.63 -0.15 -1.53 0.098
H -8.29 -0.72 0.23 0.126
H -3.06 1.05 -1.93 0.101
H -2.99 4.83 -3.30 0.101
H -2.21 -4.48 0.98 0.071
H 5.82 -0.20 1.29 0.094
H -0.16 1.35 -5.14 0.162
```

Density functional theory data (ωB97M-V/def2-TZVPD) for a structure of composition C45H53As2N8O10SV.

Its net charge is +1. The expectation value of S² is 3.794. For the gap between HOMO and LUMO (spin up / spin down), the calculation gives 4.750 / 6.538 eV. The HOMO energy (spin up / spin down) is -7.7905 / -9.6671 eV. The value obtained for the energy above the lowest of the compared OMol25 structures with the same formula, charge and spin is 0.00 kcal per mole. Its multiplicity is 4.

Structure (XYZ):
```
120
Properties=species:S:1:pos:R:3:mulliken_spin:R:1
As -3.32 -3.45 -3.04 0.000
As -1.63 -0.18 -2.56 0.025
V 0.83 0.11 -0.85 1.935
S 1.16 -2.08 -1.69 -0.045
O -4.14 -0.40 0.53 -0.001
O 1.80 0.44 0.72 0.051
O -1.86 -4.70 -5.20 0.000
O -4.48 -3.31 0.36 0.000
O -5.88 -2.47 -1.12 0.000
O -0.72 0.44 0.34 -0.038
O 0.22 -4.02 -4.67 0.000
O 0.63 -0.15 -4.47 0.016
O -0.24 -1.54 -6.01 0.000
O -3.23 1.29 -0.63 0.000
N 2.67 0.28 -1.90 -0.017
N -1.22 4.20 1.33 0.031
N 3.60 -3.02 -2.07 0.000
N 2.67 -2.12 1.62 -0.014
N -0.23 -2.50 1.20 -0.022
N 0.77 2.04 -1.85 -0.079
N 1.82 4.53 1.01 0.129
N 3.52 -0.75 -2.02 -0.013
C 1.97 2.44 -2.33 0.062
C -1.67 -2.79 -3.87 0.000
C -0.14 -1.03 -4.78 0.006
C 1.59 5.38 2.17 -0.007
C -1.07 1.06 4.46 0.004
C 2.94 0.03 2.75 -0.041
C 2.87 -1.43 2.66 -0.005
C -4.75 -2.60 -0.74 0.000
C 2.14 3.67 -2.96 0.007
C -0.97 -3.87 -4.65 -0.002
C -0.69 -0.50 2.57 -0.031
C -0.19 4.09 -2.61 0.005
C 1.91 3.15 1.03 0.320
C -1.06 1.87 2.18 0.069
C 0.79 -1.14 -6.92 0.000
C -1.18 2.89 1.22 -0.014
C -3.60 -2.13 -1.61 -0.003
C 0.46 4.89 3.08 0.025
C 3.13 2.78 3.18 0.154
C 1.05 4.50 -3.09 0.011
C -1.18 2.08 3.57 0.026
C -4.56 0.53 1.54 0.000
C 1.57 -4.26 0.98 0.002
C 3.64 1.92 4.14 -0.024
C -0.82 -0.21 3.92 0.042
C 4.31 2.44 5.38 -0.008
C 3.51 0.56 3.91 0.183
C 2.87 -1.90 -1.93 0.028
C 0.11 -3.92 1.31 0.005
C -1.20 -1.55 -3.86 0.003
C -0.39 -1.92 2.30 0.016
C -2.49 1.09 -3.77 -0.001
C -3.08 -0.90 -1.52 0.015
C 2.42 0.90 1.78 0.065
C -0.94 5.06 2.49 -0.001
C -3.50 0.11 -0.51 -0.005
C -1.19 1.25 5.95 -0.003
C -0.28 2.85 -2.01 0.037
C -3.18 -3.24 0.97 0.002
C -2.48 -4.84 -1.93 0.000
C -1.34 -5.82 -5.94 0.000
C 2.65 -3.56 1.80 0.001
C -0.82 0.56 1.62 -0.013
C 3.03 1.44 -2.29 0.032
C 2.49 2.32 2.01 -0.032
H -2.02 0.67 6.36 0.000
H -0.70 -1.03 4.62 0.000
H -5.28 1.23 1.12 0.000
H 4.57 -2.92 -2.34 0.000
H -2.40 -3.02 0.25 -0.001
H -2.94 1.89 -3.18 0.000
H 1.37 6.38 1.80 -0.014
H -1.40 4.70 0.47 0.005
H 3.15 -3.90 -2.22 0.000
H -3.19 -2.46 1.73 0.000
H -0.33 -5.62 -6.27 0.000
H -2.30 -5.70 -2.57 0.000
H -1.05 6.09 2.14 -0.009
H 0.48 5.47 4.01 0.003
H 1.15 5.46 -3.59 0.000
H 4.31 3.53 5.40 0.000
H -1.73 1.49 -4.43 0.000
H 4.00 1.64 -2.73 -0.002
H 3.61 -3.94 1.46 -0.001
H 5.34 2.11 5.44 -0.002
H -3.00 -4.21 1.43 0.000
H -1.54 -4.50 -1.50 0.000
H -2.01 -5.96 -6.79 0.000
H -3.17 -5.14 -1.15 0.000
H -3.70 1.06 1.94 0.001
H 1.59 2.69 0.11 0.108
H -0.53 -4.48 0.62 0.000
H 1.38 4.87 0.17 -0.019
H 2.50 5.47 2.76 0.010
H 1.77 -1.37 -6.50 0.000
H -1.36 -6.70 -5.30 0.000
H 1.68 -5.33 1.14 0.000
H -0.28 0.92 6.45 0.000
H -1.08 4.69 -2.73 0.000
H -1.35 2.29 6.20 0.000
H -1.38 3.08 3.95 0.005
H 3.89 -0.14 4.66 0.005
H 2.55 -3.84 2.86 0.000
H 3.80 2.10 6.28 -0.002
H -1.71 4.91 3.25 0.003
H -0.28 -2.49 3.24 -0.002
H 0.72 -0.07 -7.12 0.000
H -0.11 -4.28 2.32 0.000
H -1.23 2.46 -1.66 -0.005
H 3.03 -1.93 3.63 -0.002
H -1.34 2.54 0.21 0.010
H -5.03 -0.08 2.31 0.000
H 1.76 -4.08 -0.08 -0.001
H 0.65 3.85 3.37 0.003
H -3.26 0.59 -4.36 -0.001
H 0.62 -1.71 -7.83 0.000
H 3.11 3.94 -3.35 0.000
H 3.26 3.84 3.34 0.014
```

Density functional theory data (ωB97M-V/def2-TZVPD) for a structure of composition C45H53BiClN6O6S2Si at a distorted geometry.

Its net charge is +1. For the gap between HOMO and LUMO, the calculation gives 6.912 eV. The HOMO energy is -10.3890 eV. The value obtained for the energy above the lowest of the compared OMol25 structures with the same formula, charge and spin is 63.86 kcal per mole.

Structure (XYZ):
```
115
Properties=species:S:1:pos:R:3:lowdin_charge:R:1
Bi 15.13 12.35 14.28 1.689
Cl 18.29 9.43 20.40 0.723
S 14.25 11.26 12.08 0.142
S 11.97 12.45 16.28 1.017
Si 15.81 10.66 10.49 -0.069
O 15.42 10.51 15.55 -0.276
O 15.40 13.32 16.53 -0.216
O 12.87 12.24 14.95 -0.759
O 16.53 9.36 10.94 -0.140
O 14.91 10.43 9.13 -0.182
O 16.80 11.90 10.16 -0.144
N 19.59 12.06 16.01 0.091
N 16.35 15.00 14.06 0.114
N 17.06 19.87 19.33 0.077
N 17.74 12.76 14.13 -0.002
N 12.69 17.46 12.20 0.092
N 13.91 15.06 12.75 0.116
C 15.76 10.22 16.76 -0.315
C 17.20 7.21 9.88 -0.008
C 18.50 11.70 13.90 -0.093
C 16.70 7.87 11.21 -0.561
C 17.96 18.91 19.16 -0.134
C 17.70 7.83 12.34 -0.017
C 10.98 9.94 15.76 -0.080
C 13.76 17.41 13.02 -0.068
C 16.68 10.90 18.96 -0.056
C 18.17 13.71 15.04 -0.189
C 15.53 16.92 15.30 0.062
C 18.32 13.08 8.91 -0.032
C 17.59 15.89 15.96 0.061
C 15.55 16.02 14.16 -0.232
C 9.97 9.10 15.45 -0.037
C 13.64 10.24 8.40 -0.576
C 19.46 11.34 14.88 -0.075
C 16.93 18.03 17.13 -0.180
C 17.13 9.59 19.19 -0.704
C 10.64 11.17 16.35 -0.343
C 7.54 8.47 15.30 -0.042
C 11.15 13.95 15.79 -0.249
C 8.30 10.63 16.33 -0.027
C 15.90 8.85 17.17 0.017
C 16.01 11.27 17.76 -0.141
C 16.03 19.04 17.27 -0.045
C 12.74 11.46 8.50 -0.026
C 16.64 8.61 18.33 -0.070
C 15.36 7.27 11.42 -0.035
C 14.36 16.22 13.30 -0.231
C 15.96 13.25 8.26 -0.027
C 18.04 18.07 18.01 0.016
C 16.92 13.13 9.44 -0.622
C 16.11 19.88 18.36 -0.123
C 16.69 16.99 16.11 -0.098
C 13.05 8.99 9.07 -0.044
C 13.02 15.20 11.72 -0.100
C 12.31 16.37 11.55 -0.124
C 17.37 14.93 14.99 -0.224
C 15.71 12.62 17.56 -0.177
C 14.07 9.83 6.95 -0.020
C 9.32 11.49 16.76 -0.071
C 16.71 14.35 10.35 -0.024
C 8.62 9.46 15.64 -0.242
C 19.08 13.31 16.03 -0.043
H 10.00 13.85 15.88 0.086
H 9.12 12.34 17.42 0.115
H 18.88 13.97 8.85 0.072
H 15.35 6.15 11.49 0.126
H 12.88 9.22 10.12 0.071
H 20.17 10.45 14.83 0.138
H 11.44 14.82 16.39 0.060
H 11.52 16.40 10.79 0.119
H 14.51 17.30 15.59 0.141
H 7.10 8.81 14.41 0.064
H 11.81 11.40 7.94 0.091
H 14.94 9.21 6.89 0.059
H 17.58 14.48 11.01 0.082
H 18.47 15.68 16.59 0.112
H 6.70 8.38 16.04 0.105
H 12.06 8.87 8.61 0.089
H 11.43 14.14 14.73 0.063
H 15.13 19.16 16.61 0.126
H 17.22 6.16 9.99 0.075
H 19.50 13.90 16.79 0.102
H 14.34 10.78 6.36 0.098
H 14.03 18.39 13.41 0.125
H 14.87 7.80 12.20 0.075
H 14.95 13.53 8.53 0.065
H 13.28 12.41 8.29 0.075
H 16.02 13.23 18.44 0.138
H 15.85 14.25 11.09 0.072
H 16.67 15.22 9.70 0.087
H 16.83 7.56 18.56 0.119
H 12.49 11.57 9.56 0.060
H 13.22 9.33 6.42 0.096
H 17.07 11.71 19.55 0.104
H 17.26 8.31 13.17 0.064
H 16.44 7.55 9.11 0.103
H 10.14 8.25 14.82 0.119
H 15.47 8.06 16.58 0.114
H 12.95 14.37 10.94 0.129
H 15.28 20.56 18.46 0.108
H 18.56 8.26 11.84 0.086
H 18.17 7.63 9.61 0.084
H 18.76 18.79 19.94 0.125
H 18.91 12.39 9.56 0.102
H 17.91 6.73 12.58 0.124
H 12.06 9.79 15.53 0.124
H 18.40 11.15 13.00 0.106
H 18.83 17.36 17.99 0.085
H 7.96 7.50 15.06 0.083
H 7.25 10.87 16.45 0.121
H 15.90 12.31 7.77 0.064
H 13.54 8.04 8.83 0.082
H 18.34 12.59 7.91 0.100
H 14.82 7.50 10.55 0.041
H 16.29 14.03 7.59 0.096
```